(1)
Formula: C3H9NO
Source: the OMol25 dataset
Level of theory: ωB97M-V with the def2-TZVPD basis set

Last columns: bonded neighbours and bond lengths (Å).
Positions of all 14 atoms, in Å:
1 C 1.57154 2.53973 0.77406  C2 1.330, H5 1.088, H6 1.079
2 C 0.85627 1.65324 0.08842  C1 1.330, N3 1.392, H7 1.096
3 N 0.27248 0.45063 0.47729  C2 1.392, C4 1.452, H8 1.005
4 C 0.22997 -0.50294 -0.61683  N3 1.452, H9 1.091, H10 1.134, H11 1.109
5 H 1.95793 2.44499 1.78721  C1 1.088
6 H 2.09383 3.30271 0.21856  C1 1.079
7 H 0.76050 1.87677 -0.98026  C2 1.096
8 H 0.39064 0.13400 1.42331  N3 1.005
9 H -0.37487 -0.11888 -1.43982  C4 1.091
10 H 1.19164 -0.92931 -1.04076  C4 1.134
11 H -0.29970 -1.36667 -0.16496  C4 1.109
12 O -2.58803 -3.34408 0.00315  H13 0.962, H14 0.961
13 H -2.93562 -2.46690 0.19162  O12 0.962
14 H -3.12656 -3.67328 -0.72099  O12 0.961

Output
Gap between HOMO and LUMO (eV): 8.903
Relative energy (zero: lowest compared OMol25 entry of this formula, charge and spin) (kJ/mol): 169.0
Multiplicity: 1
Energy (eV): -6793.3038
Largest force on an atom (eV/Å): 2.2
SMILES: C=CNC.O
Highest occupied orbital energy (eV): -8.07
Charge: 0
Molar mass (g/mol): 75.11

Mulliken atomic charge list, values in e, 2 entries: C -0.8351; C 0.1101


(2)
Formula: C3H9NO
Source: the OMol25 dataset
Level of theory: ωB97M-V with the def2-TZVPD basis set

Last columns: bonded neighbours and bond lengths (Å).
Positions of all 14 atoms, in Å:
1 C -0.38077 2.18464 0.32615  C2 1.323, H4 1.086, H5 1.080
2 C -0.21221 1.55407 -0.82488  C1 1.323, O3 1.383, H6 1.084
3 O 0.74921 0.58036 -1.02849  C2 1.383, H7 1.007
4 H -1.29377 2.76040 0.44492  C1 1.086
5 H 0.22168 2.04087 1.21091  C1 1.080
6 H -0.80322 1.76457 -1.70883  C2 1.084
7 H 0.38152 -0.21400 -0.53004  O3 1.007
8 C -0.10559 -1.75604 1.36396  N9 1.462, H10 1.086, H11 1.092, H12 1.099
9 N -0.01612 -1.83392 -0.09279  C8 1.462, H13 1.007, H14 1.009
10 H 0.76706 -2.23272 1.79993  C8 1.086
11 H -0.29932 -0.76352 1.77738  C8 1.092
12 H -0.99335 -2.29769 1.71930  C8 1.099
13 H -0.84926 -2.12133 -0.58009  N9 1.007
14 H 0.73463 -2.43617 -0.39631  N9 1.009

Output
Gap between HOMO and LUMO (eV): 9.804
Relative energy (zero: lowest compared OMol25 entry of this formula, charge and spin) (kJ/mol): 177.0
Multiplicity: 1
Energy (eV): -6793.2209
Largest force on an atom (eV/Å): 1.6
SMILES: C=CO.CN
Highest occupied orbital energy (eV): -8.90
Charge: 0
Molar mass (g/mol): 75.11

Mulliken atomic charge list, values in e, 2 entries: C -0.6110; C -0.0915


(3)
Formula: C3H9NO
Source: the OMol25 dataset
Level of theory: ωB97M-V with the def2-TZVPD basis set

Last columns: bonded neighbours and bond lengths (Å).
Positions of all 14 atoms, in Å:
1 C 0.19537 1.04650 1.49631  N2 1.465, H6 1.089, H7 1.097, H8 1.092
2 N 0.90044 -0.03518 0.80403  C1 1.465, C3 1.467, H9 1.012
3 C 0.76793 0.04323 -0.65460  N2 1.467, O4 1.397, H10 1.093, H11 1.095
4 O -0.56355 0.06026 -1.07685  C3 1.397, C5 1.424
5 C -1.33107 -1.05168 -0.62652  O4 1.424, H12 1.083, H13 1.090, H14 1.089
6 H -0.68435 0.67964 2.02250  C1 1.089
7 H 0.82662 1.43091 2.30668  C1 1.097
8 H -0.06261 1.87853 0.83775  C1 1.092
9 H 1.88890 0.05587 1.00064  N2 1.012
10 H 1.19878 0.97088 -1.03919  C3 1.093
11 H 1.27379 -0.83117 -1.07751  C3 1.095
12 H -2.27489 -0.98605 -1.15353  C5 1.083
13 H -1.52321 -0.97441 0.44384  C5 1.090
14 H -0.79595 -1.98132 -0.81640  C5 1.089

Output
Gap between HOMO and LUMO (eV): 10.183
Relative energy (zero: lowest compared OMol25 entry of this formula, charge and spin) (kJ/mol): 144.8
Multiplicity: 1
Energy (eV): -6793.5546
Largest force on an atom (eV/Å): 0.8
SMILES: CNCOC
Highest occupied orbital energy (eV): -9.13
Charge: 0
Molar mass (g/mol): 75.11

Mulliken atomic charge list, values in e, 2 entries: C -0.8192; N -0.4239


(4)
Formula: C3H9NO
Source: the OMol25 dataset
Level of theory: ωB97M-V with the def2-TZVPD basis set

Last columns: bonded neighbours and bond lengths (Å).
Positions of all 14 atoms, in Å:
1 C 0.61107 -0.91364 1.37020  C2 1.380, H5 1.148, H6 1.102
2 C 0.63029 -0.61746 0.02226  C1 1.380, C3 1.591, H7 1.101
3 C -0.62664 -0.90081 -0.91068  C2 1.591, N4 1.530, H8 1.101, H9 1.111
4 N -0.02148 -1.03437 -2.30901  C3 1.530, H10 1.071, H11 1.063
5 H 1.65742 -0.89582 1.84215  C1 1.148
6 H -0.22907 -1.05795 2.06821  C1 1.102
7 H 1.25668 0.17310 -0.41957  C2 1.101
8 H -1.38409 -0.11936 -0.74444  C3 1.101
9 H -1.12420 -1.88363 -0.76933  C3 1.111
10 H 1.00784 -1.31221 -2.21119  N4 1.071
11 H -0.37641 -0.26860 -2.95554  N4 1.063
12 O -0.35134 2.81163 1.69164  H13 0.942, H14 0.980
13 H -1.10260 2.86226 1.12588  O12 0.942
14 H -0.43277 1.84118 1.80317  O12 0.980

Output
Gap between HOMO and LUMO (eV): 9.631
Relative energy (zero: lowest compared OMol25 entry of this formula, charge and spin) (kJ/mol): 301.0
Multiplicity: 1
Energy (eV): -6791.9359
Largest force on an atom (eV/Å): 4.2
SMILES: C=CCN.O
Highest occupied orbital energy (eV): -8.98
Charge: 0
Molar mass (g/mol): 75.11

Mulliken atomic charge list, values in e, 2 entries: C -0.7959; C -0.2300


(5)
Formula: C3H9NO
Source: the OMol25 dataset
Level of theory: ωB97M-V with the def2-TZVPD basis set

Last columns: bonded neighbours and bond lengths (Å).
Positions of all 14 atoms, in Å:
1 C 0.47849 1.19575 0.24171  C2 1.347, H6 1.083
2 C -0.35661 1.26494 -0.81341  C1 1.347, N3 1.421, H7 1.093
3 N -0.85880 0.11162 -1.47445  C2 1.421, C4 1.380, H8 1.021
4 C -0.56942 -0.97831 -0.67873  N3 1.380, H9 1.183, H10 1.093, H11 1.088
5 H -0.69406 0.27488 0.98807  no bonds
6 H 1.09802 2.04841 0.49115  C1 1.083
7 H -0.59175 2.18620 -1.35284  C2 1.093
8 H -1.84019 0.29257 -1.68888  N3 1.021
9 H -0.70894 -0.47412 0.38270  C4 1.183
10 H -1.22657 -1.83885 -0.83046  C4 1.093
11 H 0.45302 -1.34819 -0.70472  C4 1.088
12 H 1.90001 -1.14972 2.50613  O14 0.965
13 H 1.36709 -0.33112 1.32109  O14 0.985
14 O 1.54971 -1.25404 1.61263  H12 0.965, H13 0.985

Output
Gap between HOMO and LUMO (eV): 8.413
Relative energy (zero: lowest compared OMol25 entry of this formula, charge and spin) (kJ/mol): 575.9
Multiplicity: 1
Energy (eV): -6789.0873
Largest force on an atom (eV/Å): 3.8
Highest occupied orbital energy (eV): -8.00
Charge: 0
Molar mass (g/mol): 75.11

Mulliken atomic charge list, values in e, 2 entries: C -0.9985; C -0.1504


(6)
Formula: C3H9NO
Source: the OMol25 dataset
Level of theory: ωB97M-V with the def2-TZVPD basis set

Last columns: bonded neighbours and bond lengths (Å).
Positions of all 14 atoms, in Å:
1 C 0.71172 0.17548 2.02549  C2 1.489, H6 1.087, H7 1.084, H8 1.162
2 C -0.44905 0.16329 1.09231  C1 1.489, O3 1.585, H9 1.094, H10 1.095
3 O 0.28774 -0.45654 -0.16611  C2 1.585, C4 1.416
4 C -0.37517 -0.65385 -1.40222  O3 1.416, N5 1.441, H11 1.097, H12 1.095
5 N -0.14594 0.36288 -2.39729  C4 1.441, H13 1.010, H14 1.020
6 H 1.01116 1.17103 2.34202  C1 1.087
7 H 0.62115 -0.53735 2.83674  C1 1.084
8 H 1.46391 -0.21540 1.23017  C1 1.162
9 H -1.24849 -0.53684 1.35043  C2 1.094
10 H -0.79374 1.15713 0.78947  C2 1.095
11 H -1.45555 -0.73990 -1.23185  C4 1.097
12 H -0.01183 -1.60318 -1.80880  C4 1.095
13 H 0.83959 0.43938 -2.60260  N5 1.010
14 H -0.45549 1.27386 -2.05775  N5 1.020

Output
Gap between HOMO and LUMO (eV): 10.593
Relative energy (zero: lowest compared OMol25 entry of this formula, charge and spin) (kJ/mol): 172.7
Multiplicity: 1
Energy (eV): -6793.2661
Largest force on an atom (eV/Å): 3.0
SMILES: CCOCN
Highest occupied orbital energy (eV): -9.45
Charge: 0
Molar mass (g/mol): 75.11

Mulliken atomic charge list, values in e, 2 entries: C -0.9039; C -0.1701


(7)
Formula: C3H9NO
Source: the OMol25 dataset
Level of theory: ωB97M-V with the def2-TZVPD basis set

Last columns: bonded neighbours and bond lengths (Å).
Positions of all 14 atoms, in Å:
1 C 0.85498 2.31237 -0.01034  O2 1.199, H3 1.107, H4 1.101
2 O -0.29784 2.44598 0.28997  C1 1.199
3 H 1.57426 1.95465 0.75169  C1 1.107
4 H 1.27103 2.53508 -1.00470  C1 1.101
5 C -1.22491 -0.80960 0.63391  C6 1.525, H8 1.093, H9 1.088, H10 1.090
6 C 0.08072 -1.38474 0.09463  C5 1.525, N7 1.469, H11 1.097, H12 1.088
7 N 0.68217 -0.63763 -1.01746  C6 1.469, H13 1.014, H14 1.013
8 H -1.64064 -1.48189 1.38901  C5 1.093
9 H -0.99129 0.11431 1.15873  C5 1.088
10 H -1.96114 -0.62704 -0.14916  C5 1.090
11 H 0.80729 -1.29510 0.91181  C6 1.097
12 H 0.08393 -2.44886 -0.13182  C6 1.088
13 H 0.34316 -1.01805 -1.89376  N7 1.014
14 H 0.41829 0.34054 -1.02253  N7 1.013

Output
Gap between HOMO and LUMO (eV): 10.026
Relative energy (zero: lowest compared OMol25 entry of this formula, charge and spin) (kJ/mol): 168.0
Multiplicity: 1
Energy (eV): -6793.3148
Largest force on an atom (eV/Å): 1.4
SMILES: C=O.CCN
Highest occupied orbital energy (eV): -9.29
Charge: 0
Molar mass (g/mol): 75.11

Mulliken atomic charge list, values in e, 2 entries: C -0.2513; O -0.3786


(8)
Formula: C3H9NO
Source: the OMol25 dataset
Level of theory: ωB97M-V with the def2-TZVPD basis set

Last columns: bonded neighbours and bond lengths (Å).
Positions of all 14 atoms, in Å:
1 C 0.63309 0.41680 -4.46710  C2 1.494, H4 1.093, H5 1.097, H6 1.091
2 C 0.12926 0.28320 -3.06707  C1 1.494, O3 1.207, H7 1.094
3 O -0.32613 -0.72461 -2.58475  C2 1.207
4 H 0.10547 -0.22509 -5.17710  C1 1.093
5 H 1.68897 0.12046 -4.45945  C1 1.097
6 H 0.54426 1.43025 -4.86022  C1 1.091
7 H 0.16756 1.18315 -2.44541  C2 1.094
8 C -0.81594 -0.53514 4.24742  N9 1.468, H10 1.094, H11 1.080, H12 1.090
9 N 0.23974 0.14098 3.48419  C8 1.468, H13 1.012, H14 1.012
10 H -1.13589 -1.49104 3.82177  C8 1.094
11 H -1.65874 0.13720 4.30488  C8 1.080
12 H -0.50099 -0.64186 5.28498  C8 1.090
13 H 1.02812 -0.47975 3.35513  N9 1.012
14 H -0.09878 0.38545 2.56272  N9 1.012

Output
Gap between HOMO and LUMO (eV): 10.160
Relative energy (zero: lowest compared OMol25 entry of this formula, charge and spin) (kJ/mol): 130.8
Multiplicity: 1
Energy (eV): -6793.7002
Largest force on an atom (eV/Å): 0.7
SMILES: CC=O.CN
Highest occupied orbital energy (eV): -9.24
Charge: 0
Molar mass (g/mol): 75.11

Mulliken atomic charge list, values in e, 2 entries: C -0.7934; C 0.1496